(1)
# C3H7BrN3

A gas-phase ion, C3H7BrN3 (charge +1) at a distorted geometry (the ωB97M-V functional and the def2-TZVPD basis, OMol25).

Values from the calculation:
maximum force = 5.5 eV/Å
total energy = -77722.82339 eV
HOMO level (spin up / spin down) = -14.3 / -14.3 eV

```
! wB97M-V def2-TZVPD RIJCOSX def2/J DEFGRID3
* xyz 1 1
C 2.257 -0.815 -0.069
C -1.223 0.890 -0.908
C -1.338 1.309 0.540
N 1.867 -3.019 -0.811
N 2.014 -1.963 -0.251
N -0.285 0.452 1.194
Br 1.545 0.645 0.761
H -0.224 0.818 -1.298
H -1.675 -0.004 -0.937
H -1.619 1.750 -1.632
H -2.115 0.889 1.152
H -1.093 2.433 0.597
H 2.408 -3.833 -0.514
H -0.519 0.450 2.175
*
```



(2)
# F10N5O20S10Tl

A molecular structure, F10N5O20S10Tl at a distorted geometry (the ωB97M-V functional and the def2-TZVPD basis, OMol25).

Values from the calculation:
maximum force = 12.4 eV/Å
total energy = -188604.07036 eV
HOMO level = -6.7 eV

```
! wB97M-V def2-TZVPD RIJCOSX def2/J DEFGRID3
* xyz -2 1
Tl 0.332 0.181 0.053
N -1.441 -3.823 -3.404
S -0.891 -4.996 -4.026
O -0.983 -5.091 -5.491
O -0.874 -6.165 -3.159
F 0.657 -4.506 -3.846
S -3.038 -4.139 -3.968
O -3.585 -5.464 -4.023
O -3.402 -3.147 -4.955
F -3.776 -3.526 -2.661
N 5.248 1.702 -2.223
S 6.700 2.585 -1.861
O 6.520 4.054 -1.993
O 7.931 2.015 -1.965
F 6.410 2.406 -0.237
S 5.773 1.482 -3.722
O 6.365 0.213 -4.165
O 5.995 2.705 -4.502
F 4.220 1.209 -4.176
N 2.681 -0.827 5.063
S 2.679 -2.230 6.024
O 1.441 -2.617 6.825
O 3.860 -2.764 6.688
F 2.645 -3.114 4.682
S 3.174 -0.028 6.305
O 4.602 -0.136 6.716
O 2.180 0.277 7.353
F 3.210 1.355 5.457
N -1.767 4.746 -1.988
S -3.092 4.855 -3.099
O -2.841 4.479 -4.447
O -4.112 5.831 -2.864
F -3.814 3.601 -2.483
S -1.089 6.013 -2.447
O -1.627 7.298 -2.125
O -0.272 5.845 -3.658
F 0.004 5.843 -1.289
N -4.077 -1.572 2.927
S -5.526 -0.664 3.296
O -6.055 -0.896 4.658
O -6.477 -0.260 2.277
F -4.671 0.747 3.449
S -4.783 -2.908 3.269
O -6.069 -3.305 2.667
O -4.552 -3.444 4.618
F -3.814 -3.821 2.448
*
```



(3)
# C12H17N

2 unconnected molecules or ions with the total composition C12H17N at a distorted geometry (the ωB97M-V functional and the def2-TZVPD basis, OMol25).

Values from the calculation:
maximum force = 2.9 eV/Å
total energy = -14201.12012 eV
HOMO level (spin up / spin down) = -13.2 / -13.2 eV
expectation value of S² = 0.773

```
! wB97M-V def2-TZVPD RIJCOSX def2/J DEFGRID3
* xyz 1 2
C 2.667 -1.066 0.958
C 0.497 -1.281 -2.031
C 1.472 -0.602 -1.256
C 1.632 -1.371 -0.018
C 0.698 -2.346 -0.066
C 0.763 0.271 -3.812
C 0.127 -0.811 -3.362
C 1.678 1.016 -2.913
C 2.140 0.526 -1.696
N 0.061 -2.339 -1.374
H 0.526 0.746 -4.744
H -0.398 -1.446 -4.060
H 2.010 2.020 -3.130
H 3.071 0.845 -1.244
H -0.576 -3.067 -1.664
H 0.686 -3.292 0.453
H 3.429 -1.827 1.042
H 2.369 -0.814 1.989
H 3.149 -0.095 0.835
C -2.692 1.648 1.888
C -1.205 1.338 1.849
C -3.349 1.236 3.241
H -2.925 2.666 1.583
H -3.128 1.047 1.067
H -0.561 2.171 2.120
H -4.052 0.416 3.158
H -2.511 0.846 3.853
H -0.843 1.028 0.852
H -0.981 0.551 2.573
H -3.757 1.985 3.909
*
```



(4)
# C21H40Cl4F15N3O11S

10 unconnected molecules or ions with the total composition C21H40Cl4F15N3O11S at a distorted geometry (the ωB97M-V functional and the def2-TZVPD basis, OMol25).

Values from the calculation:
maximum force = 6.0 eV/Å
total energy = -151097.75274 eV
HOMO level (spin up / spin down) = -6.7 / -12.5 eV
expectation value of S² = 0.751

```
! wB97M-V def2-TZVPD RIJCOSX def2/J DEFGRID3
* xyz 1 2
N 1.049 5.896 -0.074
H 0.288 6.408 -0.498
H 1.147 4.947 -0.406
H 0.743 5.837 0.886
H 1.860 6.498 -0.053
N 1.203 3.204 3.676
H 0.202 3.330 3.730
H 1.433 2.680 2.844
H 1.457 2.780 4.557
H 1.420 4.153 3.408
N -2.856 1.877 2.090
H -2.426 2.115 1.208
H -3.848 2.020 2.218
H -2.380 2.515 2.712
H -2.693 0.893 2.252
C 0.932 0.730 -1.116
F 0.292 -0.404 -0.731
F 2.263 0.658 -1.100
F 0.541 0.998 -2.309
S 0.508 2.118 0.141
O -0.946 2.018 0.425
O 1.331 1.930 1.302
O 0.900 3.369 -0.557
C 1.175 -0.825 2.782
C 0.318 -0.824 4.044
O 1.079 -1.180 5.252
C 2.021 -0.280 5.801
O 2.229 0.843 5.448
C 2.905 -0.882 6.908
F 2.400 -2.032 7.354
F 4.112 -1.156 6.355
F 3.056 -0.044 7.959
H 1.592 -1.796 2.513
H 2.002 -0.116 2.842
H 0.509 -0.532 1.970
H -0.306 -1.714 3.967
H -0.226 0.116 4.130
C -3.276 1.785 -2.340
C -4.048 0.477 -2.324
O -5.512 0.615 -2.145
C -5.953 0.955 -0.910
O -5.222 1.397 -0.027
C -7.535 0.893 -0.689
F -7.770 0.337 0.533
F -8.070 2.085 -0.682
F -8.083 0.238 -1.629
H -3.270 2.098 -3.384
H -2.274 1.550 -1.979
H -3.764 2.635 -1.863
H -3.585 -0.191 -1.597
H -3.894 0.013 -3.298
C 5.025 1.454 -2.775
C 5.794 0.513 -3.705
O 6.316 1.298 -4.734
C 6.669 0.760 -5.951
O 6.702 -0.490 -6.221
C 7.076 1.844 -6.996
F 7.047 3.072 -6.421
F 8.295 1.536 -7.505
F 6.164 1.813 -7.954
H 4.165 2.044 -3.091
H 5.659 2.163 -2.243
H 4.617 0.832 -1.979
H 5.140 -0.312 -3.990
H 6.680 0.161 -3.177
C -5.534 -2.151 2.831
C -4.260 -2.126 3.653
O -3.242 -2.655 2.846
C -2.553 -1.954 1.898
O -2.592 -0.742 1.821
C -1.748 -2.841 0.978
F -2.443 -3.999 0.815
F -1.464 -2.244 -0.183
F -0.607 -3.145 1.611
H -5.394 -2.957 2.110
H -5.478 -1.318 2.130
H -6.483 -2.153 3.368
H -4.406 -2.772 4.519
H -4.009 -1.108 3.952
Cl -1.520 -1.276 -4.587
C -0.110 -2.374 -4.550
C 1.012 -1.960 -3.627
Cl 2.525 -2.892 -3.749
H 0.072 -2.505 -5.617
H -0.509 -3.330 -4.211
H 0.724 -2.097 -2.585
H 1.267 -0.903 -3.711
Cl 2.241 -4.330 1.489
C 1.576 -4.199 -0.229
C 0.568 -5.323 -0.450
Cl -0.357 -5.213 -2.000
H 2.376 -4.278 -0.965
H 1.110 -3.216 -0.296
H -0.215 -5.376 0.306
H 1.076 -6.287 -0.424
*
```